Record 1
{"formula": "C22H60N2O14", "method": "the ωB97M-V functional and the def2-TZVPD basis", "symbols": ["C", "C", "O", "O", "H", "H", "H", "H", "H", "H", "C", "C", "O", "O", "H", "H", "H", "H", "H", "H", "C", "C", "O", "O", "H", "H", "H", "H", "H", "H", "C", "C", "O", "O", "H", "H", "H", "H", "H", "H", "C", "C", "O", "O", "H", "H", "H", "H", "H", "H", "C", "O", "C", "C", "N", "C", "C", "O", "C", "H", "H", "H", "H", "H", "H", "H", "H", "H", "H", "H", "H", "H", "H", "H", "C", "O", "C", "C", "N", "C", "C", "O", "C", "H", "H", "H", "H", "H", "H", "H", "H", "H", "H", "H", "H", "H", "H", "H"], "positions_angstrom": [[5.753, 0.160, -0.232], [5.270, -1.301, -0.072], [4.751, -1.552, 1.244], [6.676, 0.301, 0.887], [4.863, 0.832, -0.240], [6.337, 0.285, -1.191], [6.132, -1.974, -0.246], [4.503, -1.496, -0.804], [5.355, -1.037, 1.840], [6.961, 1.230, 0.922], [3.751, -0.672, -3.806], [3.155, 0.709, -3.783], [3.704, 1.397, -2.733], [5.162, -0.699, -3.837], [3.345, -1.344, -4.677], [3.426, -1.212, -2.934], [2.062, 0.566, -3.726], [3.384, 1.250, -4.749], [3.314, 1.136, -1.907], [5.570, -0.127, -4.462], [-1.066, 5.192, 2.800], [0.162, 5.343, 3.631], [1.328, 5.566, 2.864], [-1.017, 4.013, 1.976], [-1.132, 6.107, 2.149], [-1.922, 5.160, 3.502], [0.357, 4.444, 4.197], [0.010, 6.143, 4.377], [1.481, 6.515, 2.711], [-1.945, 3.817, 1.811], [1.384, -2.656, -1.511], [0.562, -3.787, -0.928], [-0.599, -3.989, -1.701], [0.865, -1.380, -1.318], [1.619, -2.866, -2.570], [2.338, -2.593, -1.057], [0.201, -3.631, 0.152], [1.210, -4.692, -0.948], [-0.471, -3.562, -2.532], [-0.098, -1.417, -1.401], [2.001, 1.300, 1.147], [1.616, 0.445, 2.284], [0.667, -0.556, 1.948], [2.603, 0.593, 0.042], [2.692, 1.992, 1.585], [1.171, 1.948, 0.799], [1.221, 1.075, 3.090], [2.537, -0.053, 2.659], [1.076, -1.444, 2.206], [2.005, -0.184, -0.218], [-6.212, 0.356, -5.318], [-4.914, 0.722, -5.033], [-4.841, 2.163, -4.808], [-3.377, 2.433, -4.541], [-2.991, 1.880, -3.272], [-1.587, 1.563, -3.140], [-1.257, 1.152, -1.705], [-1.794, -0.112, -1.468], [-2.247, -0.279, -0.123], [-6.320, -0.678, -5.455], [-6.594, 0.871, -6.254], [-6.911, 0.691, -4.491], [-5.410, 2.484, -3.936], [-5.196, 2.663, -5.720], [-3.071, 3.496, -4.579], [-2.887, 1.918, -5.374], [-3.479, 0.984, -3.147], [-0.914, 2.408, -3.422], [-1.389, 0.741, -3.827], [-1.824, 1.876, -1.088], [-0.203, 1.218, -1.612], [-2.616, -1.264, -0.105], [-2.961, 0.514, 0.105], [-1.372, -0.090, 0.528], [-4.584, -0.989, 2.701], [-3.301, -0.502, 2.502], [-2.545, -0.050, 3.631], [-2.239, -1.080, 4.777], [-1.118, -1.961, 4.494], [-1.318, -2.989, 3.476], [-0.058, -3.833, 3.170], [0.933, -3.062, 2.578], [2.136, -3.806, 2.538], [-4.690, -1.950, 3.233], [-5.100, -1.070, 1.754], [-5.207, -0.327, 3.332], [-3.028, 0.822, 4.068], [-1.623, 0.419, 3.244], [-3.176, -1.705, 4.998], [-1.963, -0.456, 5.625], [-0.434, -1.408, 4.093], [-1.683, -2.454, 2.483], [-2.073, -3.739, 3.681], [-0.441, -4.525, 2.423], [0.224, -4.314, 4.096], [1.983, -4.751, 2.041], [2.444, -3.993, 3.587], [2.897, -3.282, 2.017]], "atomic_forces_ev_per_a": [[0.4, -0.9, -0.4], [0.8, 0.5, 0.3], [0.8, 0.9, 0.2], [-0.5, 1.0, -0.4], [0.9, -0.2, 0.5], [-0.8, -0.2, 0.8], [-0.3, 0.2, -0.1], [-0.3, -0.2, -0.2], [-0.7, -0.7, -0.7], [-0.1, -0.5, 0.1], [-0.3, -1.5, -2.5], [-0.3, -0.7, -1.6], [0.6, 1.6, 0.2], [-0.1, -1.2, 1.4], [0.4, 1.4, 1.1], [0.2, -0.1, 0.7], [0.1, 0.3, 0.0], [-0.2, -0.4, 1.0], [-0.5, -0.3, 0.9], [-0.1, 0.9, -0.9], [-0.4, 0.6, -0.6], [0.6, 0.3, 0.4], [0.5, 0.5, -0.2], [-0.3, 0.6, 0.7], [-0.2, -0.7, 0.5], [0.2, 0.0, -0.4], [-0.1, -0.4, 0.1], [-0.1, -0.1, -0.3], [-0.3, -0.6, 0.1], [0.2, -0.3, -0.3], [0.2, -0.4, 0.2], [0.2, -0.3, 1.1], [-0.6, -0.4, 0.7], [-0.6, 0.6, -0.2], [-0.4, 0.0, 0.0], [1.2, -0.4, 0.7], [0.8, 0.1, -1.5], [-0.4, 0.3, 0.1], [0.0, 0.3, -1.0], [-0.3, 0.5, 0.0], [-0.6, 0.5, -1.3], [0.2, -1.2, 0.8], [0.8, -1.0, 0.4], [-1.2, -0.9, 0.0], [1.0, 0.5, -0.2], [0.1, -0.5, 0.0], [0.0, 0.1, 0.0], [-0.4, 0.3, -0.1], [-1.2, 1.4, -0.6], [0.7, 1.5, 0.6], [-2.1, 2.3, -0.1], [0.5, 1.3, 0.5], [0.7, -0.6, -0.3], [0.3, 0.0, -0.6], [-0.7, -0.3, 0.8], [0.5, 0.2, -0.1], [-1.8, 1.2, -1.2], [0.0, -0.8, -0.2], [1.7, 1.8, -0.4], [0.2, -1.5, -0.1], [0.4, -0.5, 0.7], [0.5, -0.4, -0.7], [-0.5, -0.3, 0.0], [0.0, 0.1, 0.2], [-0.5, -0.3, -0.1], [0.4, 0.1, -0.2], [0.1, 0.5, 0.0], [-0.7, -0.3, 0.1], [0.6, -0.3, -0.1], [0.7, 0.0, 0.1], [1.2, -0.2, 0.8], [-0.6, -1.1, 0.6], [-0.4, -0.3, 0.1], [-0.5, -0.6, 0.2], [-1.2, 0.1, 1.3], [1.0, -0.1, 0.0], [-0.2, 0.0, 0.3], [-1.1, -0.2, -1.3], [-1.3, -2.0, 0.8], [-0.3, 1.2, -2.4], [-2.7, 1.2, -0.1], [1.0, -0.1, 0.0], [-0.1, -0.3, 1.2], [0.6, -0.1, -0.3], [0.2, -0.1, -0.4], [0.3, 0.3, -0.2], [-0.7, 0.1, 0.3], [-0.1, -0.8, -0.1], [1.3, 1.0, -0.1], [-0.2, -0.2, 0.3], [2.0, 1.5, -0.6], [0.8, -1.2, 1.5], [-0.4, 0.1, 0.6], [0.3, -0.7, 0.0], [0.6, -0.3, 0.2], [-0.2, -0.5, -0.2], [0.1, -0.1, -0.5], [0.6, 0.8, -0.4]], "lowdin_charge": [-0.203, -0.229, -0.098, -0.099, 0.100, 0.130, 0.122, 0.084, 0.094, 0.092, -0.261, -0.284, -0.039, -0.054, 0.145, 0.077, 0.117, 0.137, 0.043, 0.072, -0.255, -0.279, -0.064, -0.069, 0.131, 0.124, 0.115, 0.125, 0.095, 0.077, -0.256, -0.227, -0.051, -0.063, 0.127, 0.097, 0.136, 0.124, 0.066, 0.075, -0.223, -0.253, -0.104, -0.107, 0.114, 0.124, 0.117, 0.131, 0.071, 0.089, -0.156, -0.196, -0.197, -0.239, -0.073, -0.211, -0.232, -0.213, -0.074, 0.063, 0.101, 0.103, 0.121, 0.123, 0.128, 0.115, 0.118, 0.134, 0.118, 0.127, 0.101, 0.081, 0.089, 0.087, -0.135, -0.230, -0.180, -0.179, -0.054, -0.189, -0.229, -0.239, -0.067, 0.082, 0.085, 0.092, 0.106, 0.119, 0.134, 0.107, 0.053, 0.150, 0.112, 0.121, 0.126, 0.087, 0.108, 0.068], "orbital_gap_ev": 9.1, "e_above_lowest_kj_mol": 116.4, "smiles": "COCCNCCOC.COCCNCCOC.OCCO.OCCO.OCCO.OCCO.OCCO", "max_force_ev_per_a": 3.08}

Record 2
{"formula": "C22H60N2O8", "method": "the ωB97M-V functional and the def2-TZVPD basis", "symbols": ["C", "C", "C", "O", "H", "H", "H", "H", "H", "H", "H", "H", "C", "C", "C", "O", "H", "H", "H", "H", "H", "H", "H", "H", "C", "C", "C", "O", "H", "H", "H", "H", "H", "H", "H", "H", "C", "C", "C", "O", "H", "H", "H", "H", "H", "H", "H", "H", "C", "C", "C", "O", "H", "H", "H", "H", "H", "H", "H", "H", "C", "C", "C", "O", "H", "H", "H", "H", "H", "H", "H", "H", "C", "C", "C", "O", "H", "H", "H", "H", "H", "H", "H", "H", "C", "O", "N", "N", "H", "H", "H", "H"], "positions_angstrom": [[-2.912, -15.805, -9.861], [-3.800, -16.273, -11.099], [-2.905, -16.634, -12.226], [-4.501, -17.450, -10.640], [-3.461, -15.641, -8.933], [-2.415, -14.840, -9.953], [-2.298, -16.615, -9.467], [-4.498, -15.479, -11.364], [-3.567, -16.878, -13.057], [-2.090, -17.324, -12.005], [-2.429, -15.674, -12.425], [-4.049, -18.297, -10.645], [-5.115, -22.923, -20.224], [-5.774, -24.152, -20.938], [-6.222, -23.703, -22.333], [-4.938, -25.344, -20.810], [-5.691, -22.000, -20.296], [-4.196, -22.579, -20.698], [-4.841, -23.123, -19.188], [-6.714, -24.374, -20.434], [-6.574, -24.545, -22.929], [-5.385, -23.197, -22.816], [-7.088, -23.058, -22.478], [-4.369, -25.288, -20.038], [-2.307, -17.955, -19.319], [-2.222, -16.708, -18.465], [-1.257, -16.878, -17.233], [-2.067, -15.596, -19.301], [-1.359, -18.339, -19.694], [-2.892, -17.767, -20.220], [-2.819, -18.660, -18.664], [-3.213, -16.493, -18.064], [-0.329, -17.317, -17.601], [-1.581, -17.498, -16.398], [-1.099, -15.868, -16.853], [-1.255, -15.120, -19.112], [-6.897, -21.332, -15.553], [-6.280, -20.084, -14.884], [-7.420, -18.977, -14.946], [-6.084, -20.516, -13.518], [-7.006, -21.208, -16.630], [-7.828, -21.756, -15.179], [-6.204, -22.173, -15.531], [-5.313, -19.877, -15.343], [-7.289, -18.195, -15.693], [-7.397, -18.476, -13.978], [-8.451, -19.294, -15.101], [-5.533, -19.850, -13.099], [0.532, -23.899, -20.417], [1.326, -22.660, -20.654], [2.579, -22.500, -19.803], [1.771, -22.534, -21.987], [-0.496, -23.675, -20.700], [0.511, -24.171, -19.362], [0.908, -24.704, -21.050], [0.691, -21.774, -20.634], [3.292, -23.176, -20.274], [2.467, -22.763, -18.752], [3.039, -21.513, -19.859], [1.006, -22.120, -22.393], [-6.427, -13.392, -15.495], [-6.238, -12.156, -16.458], [-6.941, -12.513, -17.831], [-6.887, -11.031, -15.930], [-6.487, -13.430, -14.407], [-5.838, -14.216, -15.897], [-7.465, -13.678, -15.669], [-5.210, -11.872, -16.686], [-7.951, -12.896, -17.683], [-6.343, -13.232, -18.390], [-6.885, -11.658, -18.505], [-7.165, -10.383, -16.582], [4.401, -13.471, -18.657], [3.599, -14.135, -19.796], [3.555, -15.656, -19.748], [2.244, -13.685, -19.628], [5.394, -13.919, -18.616], [3.925, -13.927, -17.789], [4.274, -12.404, -18.474], [4.043, -13.829, -20.743], [2.888, -16.051, -20.514], [3.075, -15.844, -18.787], [4.596, -15.977, -19.778], [2.226, -12.788, -19.969], [-3.811, -13.508, -23.548], [-4.328, -12.705, -24.312], [-3.902, -14.822, -23.523], [-2.937, -13.110, -22.648], [-3.319, -15.309, -22.858], [-4.357, -15.161, -24.359], [-2.827, -13.726, -21.856], [-2.832, -12.110, -22.547]], "atomic_forces_ev_per_a": [[-1.2, 0.1, 0.4], [1.9, -1.6, 3.3], [-0.1, 1.6, -0.7], [-1.7, 0.8, 0.0], [-1.1, 0.1, -0.3], [0.5, -0.3, -0.6], [0.7, 0.0, -0.9], [-0.3, -0.4, 0.0], [0.5, -0.4, -0.3], [-0.4, -0.3, 0.1], [0.3, 0.0, -0.7], [0.7, 0.5, -0.3], [0.2, -0.3, -0.4], [-0.3, 1.4, 1.5], [0.9, -1.1, -1.0], [-0.7, 0.9, -1.4], [-0.7, -0.3, 0.3], [0.3, -0.6, -0.4], [-0.3, 0.0, 0.1], [0.0, -0.1, 0.5], [0.6, -0.4, -0.1], [0.0, -0.2, -0.4], [0.0, 0.4, 1.3], [-0.1, 0.4, 0.1], [-0.3, 0.0, 0.2], [-0.8, -0.9, 1.1], [-0.1, 0.8, -1.5], [1.2, 1.1, -0.4], [0.2, 0.0, 0.4], [-0.3, 0.0, 0.2], [0.1, -0.6, -0.4], [-0.3, -0.6, 0.3], [0.3, 0.2, 0.1], [-0.6, 0.0, -0.4], [0.3, 0.0, 0.2], [0.2, 0.0, 0.0], [1.2, -0.8, -1.0], [-3.2, -1.5, 0.2], [1.3, 0.6, 0.4], [0.3, 0.5, -0.6], [-0.3, 0.5, -0.1], [-0.1, 0.7, 0.4], [0.3, 0.0, 0.4], [-0.2, 0.5, -0.1], [0.5, -0.1, -0.2], [-0.1, 0.2, 0.0], [0.3, -0.8, 0.1], [0.0, 0.1, 0.3], [-0.6, -0.2, 0.1], [0.7, 1.8, 0.6], [0.2, -0.3, -0.1], [0.0, -0.4, -1.2], [-0.1, -0.4, -0.1], [0.1, -0.2, -0.1], [0.0, -0.1, 0.2], [-0.4, 0.1, 1.4], [0.2, -0.2, 0.3], [-0.2, -0.1, -0.1], [-0.3, 0.1, -0.1], [0.3, -0.1, -0.8], [-1.0, 0.1, -1.4], [-1.2, -0.7, -0.8], [1.5, 0.0, 0.6], [-0.4, 0.4, 1.4], [1.2, 1.0, 0.1], [0.2, 0.0, 0.3], [-0.2, -0.2, -0.4], [0.3, -0.4, 0.3], [0.0, 0.2, -0.1], [-0.1, -0.5, 0.2], [-0.5, 0.3, 0.2], [0.2, -0.3, -0.3], [-0.7, -2.2, 0.7], [0.0, 0.9, 0.2], [0.0, 1.3, 0.8], [0.1, 0.0, -0.7], [0.4, 0.8, -0.2], [-0.1, 0.1, 0.5], [0.5, 0.0, -0.7], [-0.4, 0.2, -0.4], [0.5, 0.0, -0.2], [0.3, -0.6, 0.2], [-0.3, -0.7, -0.1], [-0.3, 0.1, 0.1], [-0.1, 2.2, -1.2], [-0.6, -0.7, -0.5], [-1.5, -1.9, -1.0], [2.0, 1.5, 2.6], [-0.4, -0.5, -0.8], [0.2, -0.9, 0.5], [0.4, 0.7, 0.2], [-0.1, -0.3, 0.3]], "lowdin_charge": [-0.061, -0.450, -0.085, -0.077, 0.063, 0.070, 0.072, 0.137, 0.080, 0.089, 0.081, 0.083, -0.069, -0.436, -0.071, -0.055, 0.074, 0.069, 0.067, 0.120, 0.075, 0.075, 0.079, 0.072, -0.064, -0.504, -0.030, -0.053, 0.077, 0.072, 0.079, 0.124, 0.071, 0.073, 0.072, 0.085, -0.088, -0.413, -0.048, -0.070, 0.071, 0.082, 0.067, 0.129, 0.062, 0.065, 0.070, 0.071, -0.052, -0.535, -0.049, -0.054, 0.073, 0.080, 0.090, 0.126, 0.084, 0.075, 0.076, 0.087, -0.046, -0.453, -0.059, -0.061, 0.070, 0.068, 0.061, 0.121, 0.077, 0.069, 0.069, 0.085, -0.057, -0.502, -0.051, -0.070, 0.077, 0.071, 0.080, 0.127, 0.082, 0.077, 0.084, 0.083, -0.771, 0.025, 0.158, 0.144, 0.108, 0.121, 0.095, 0.117], "orbital_gap_ev": 9.8, "e_above_lowest_kj_mol": 453.1, "smiles": "NC(N)=O.CC(C)O.CC(C)O.CC(C)O.CC(C)O.CC(C)O.CC(C)O.CC(C)O", "max_force_ev_per_a": 4.12}